The following is a quantum chemistry calculation of a 7-piece molecular cluster, C48H114BF4N6O3 overall at a distorted geometry, from OMol25.

Calculated values
frontier orbital gap = 8.60 eV
multiplicity = 1
lowest unoccupied orbital energy = -0.28952 hartree
net charge = +5
strongest force on any atom = 0.089 hartree/bohr

Geometry as XYZ:
```
176
C48H114BF4N6O3, DFT wB97M-V/def2-TZVPD
C 7.662 1.338 -0.086
C 8.468 1.071 -1.327
N 8.709 2.307 -2.281
C 7.500 2.546 -3.242
C 8.947 3.600 -1.526
C 10.009 3.681 -0.467
C 10.021 1.886 -3.060
C 10.765 3.002 -3.888
O 9.915 3.893 -4.649
C 10.578 4.761 -5.524
H 6.634 1.590 -0.346
H 7.947 2.200 0.518
H 7.493 0.508 0.600
H 8.054 0.273 -1.941
H 9.422 0.605 -1.080
H 7.428 1.655 -3.866
H 7.823 3.463 -3.734
H 6.571 2.842 -2.756
H 7.983 3.720 -1.032
H 8.973 4.428 -2.234
H 9.907 4.414 0.333
H 10.985 3.855 -0.919
H 10.055 2.783 0.151
H 9.608 1.014 -3.567
H 10.746 1.652 -2.280
H 11.492 2.569 -4.575
H 11.466 3.607 -3.313
H 9.854 5.436 -5.981
H 11.149 4.299 -6.331
H 11.254 5.420 -4.980
C -5.305 -1.449 -0.334
C -4.622 -2.194 -1.457
N -5.515 -2.685 -2.677
C -6.501 -3.773 -2.196
C -6.283 -1.553 -3.243
C -7.256 -1.848 -4.428
C -4.568 -3.415 -3.707
C -4.058 -2.537 -4.848
O -3.476 -1.316 -4.300
C -2.647 -0.601 -5.167
H -6.037 -2.144 0.076
H -5.823 -0.559 -0.693
H -4.539 -1.301 0.428
H -4.143 -3.070 -1.021
H -3.799 -1.634 -1.901
H -7.261 -3.332 -1.552
H -5.823 -4.406 -1.625
H -6.936 -4.370 -2.998
H -5.547 -0.801 -3.529
H -6.768 -1.178 -2.342
H -6.802 -2.602 -5.071
H -7.474 -0.972 -5.038
H -8.232 -2.156 -4.054
H -5.191 -4.164 -4.197
H -3.800 -3.994 -3.194
H -4.747 -2.280 -5.653
H -3.296 -3.164 -5.311
H -2.070 -1.205 -5.867
H -1.888 -0.355 -4.425
H -2.837 0.332 -5.698
C -2.732 4.968 9.207
C -4.160 5.568 8.785
N -4.680 5.041 7.402
C -3.743 5.506 6.239
C -4.659 3.453 7.408
C -5.551 2.842 6.304
C -6.050 5.738 6.960
C -7.287 5.624 7.817
O -6.941 6.116 9.092
C -7.909 6.463 10.056
H -2.550 3.900 9.322
H -2.366 5.347 10.161
H -2.007 5.270 8.451
H -4.128 6.657 8.751
H -4.921 5.158 9.449
H -4.054 5.166 5.251
H -2.716 5.156 6.343
H -3.499 6.566 6.167
H -4.836 3.146 8.439
H -3.656 3.049 7.266
H -5.351 1.771 6.331
H -5.340 3.144 5.279
H -6.632 2.842 6.446
H -6.344 5.427 5.958
H -5.761 6.789 6.925
H -7.508 4.577 8.021
H -8.152 6.166 7.434
H -8.095 7.531 9.936
H -7.514 6.328 11.063
H -8.821 5.869 10.011
C -1.070 -9.206 6.709
C -0.818 -8.233 5.519
C 0.519 -7.304 5.664
N 0.756 -6.452 4.350
C 1.290 -7.433 3.261
C 1.734 -5.317 4.617
C 0.839 -4.264 5.424
C -0.603 -4.517 4.978
C -0.513 -5.660 3.932
H -1.967 -8.888 7.239
H -0.180 -9.251 7.338
H -1.389 -10.186 6.355
H -1.664 -7.548 5.566
H -0.924 -8.717 4.548
H 1.440 -7.851 5.863
H 0.457 -6.534 6.433
H 0.456 -8.108 3.070
H 2.126 -7.978 3.700
H 1.540 -6.932 2.326
H 2.020 -4.864 3.668
H 2.693 -5.640 5.022
H 1.188 -3.232 5.402
H 0.943 -4.394 6.501
H -1.187 -3.735 4.493
H -1.221 -4.782 5.836
H -0.245 -5.114 3.027
H -1.350 -6.297 3.645
C 1.079 7.280 -1.868
C -0.381 7.231 -1.998
C -0.876 6.299 -3.150
N -2.423 6.493 -3.382
C -3.171 5.879 -2.184
C -2.940 5.783 -4.679
C -4.189 6.601 -5.282
C -4.250 7.877 -4.397
C -2.947 7.962 -3.669
H 1.621 6.337 -1.935
H 1.434 7.745 -0.948
H 1.472 7.860 -2.704
H -0.672 8.267 -2.171
H -0.902 6.960 -1.080
H -0.632 5.245 -3.019
H -0.439 6.572 -4.110
H -3.108 6.652 -1.418
H -2.690 4.936 -1.926
H -4.217 5.914 -2.491
H -3.207 4.748 -4.464
H -2.075 5.785 -5.342
H -5.048 5.930 -5.292
H -3.907 6.898 -6.292
H -5.012 7.787 -3.622
H -4.398 8.540 -5.249
H -2.928 8.477 -2.709
H -2.072 8.341 -4.196
C 2.575 -3.904 -3.177
C 2.568 -5.355 -3.576
C 3.835 -5.960 -4.173
N 3.814 -7.398 -4.657
C 5.259 -7.568 -5.214
C 3.498 -8.425 -3.581
C 2.082 -9.057 -3.881
C 1.558 -8.124 -4.937
C 2.720 -7.567 -5.716
H 1.556 -3.597 -2.941
H 2.976 -3.308 -3.997
H 3.051 -3.557 -2.261
H 1.791 -5.284 -4.338
H 2.144 -6.013 -2.818
H 4.722 -5.909 -3.542
H 4.090 -5.251 -4.961
H 5.304 -8.489 -5.796
H 6.032 -7.448 -4.456
H 5.419 -6.775 -5.944
H 4.256 -9.209 -3.576
H 3.556 -7.922 -2.616
H 2.189 -10.046 -4.325
H 1.509 -9.113 -2.956
H 1.023 -8.776 -5.627
H 0.788 -7.492 -4.495
H 3.029 -8.417 -6.324
H 2.493 -6.647 -6.254
B 0.404 1.954 0.853
F 0.423 3.188 1.417
F -0.930 1.688 0.504
F 1.275 1.898 -0.149
F 0.783 1.051 1.731
```

Atomic partial charges in e from the Mulliken method, atoms 1 to 2:
1 C -1.33
2 C -0.38